Density functional theory data (ωB97M-V with the def2-TZVPD basis set) for C24H60N4NaO12SSn2 as an isolated structure.

Each line ends with the Mulliken spin population.
Cartesian coordinates (Å):
1 Sn -0.784 -5.225 -1.361  1.030
2 Sn 2.983 -1.384 0.699  0.001
3 Na -0.410 -0.778 -2.584  0.003
4 S -0.595 -1.612 0.024  0.016
5 O 0.551 -1.976 -0.826  -0.038
6 O -1.502 -2.738 0.100  -0.023
7 O -0.042 -1.332 1.386  -0.005
8 O -1.169 -0.427 -0.447  0.008
9 C 7.119 -2.866 -4.816  0.000
10 O 6.221 -2.871 -3.752  0.000
11 C 4.910 -3.276 -3.990  0.000
12 C 4.058 -2.827 -2.688  0.001
13 N 4.328 -1.471 -2.202  0.000
14 C 3.945 -0.512 -3.147  0.000
15 C 2.359 -0.257 -3.255  0.001
16 O 1.660 -1.272 -4.031  0.000
17 C 1.698 -1.163 -5.432  0.001
18 H 7.232 -3.916 -5.084  0.000
19 H 8.156 -2.573 -4.652  0.000
20 H 6.683 -2.499 -5.745  0.000
21 H 4.866 -4.339 -4.231  0.000
22 H 4.505 -2.805 -4.886  0.000
23 H 4.602 -3.478 -2.005  0.000
24 H 3.007 -3.108 -2.761  0.002
25 H 5.338 -1.472 -2.168  0.000
26 H 4.345 -0.609 -4.157  0.000
27 H 4.384 0.418 -2.786  0.000
28 H 2.073 0.713 -3.659  0.000
29 H 1.930 -0.131 -2.260  0.001
30 H 1.996 -0.260 -5.964  0.000
31 H 0.719 -1.355 -5.872  0.000
32 H 2.132 -2.068 -5.857  0.000
33 C 6.694 4.653 -2.599  0.000
34 O 6.482 3.272 -2.271  0.000
35 C 7.324 2.708 -1.310  0.000
36 C 6.527 1.479 -0.655  0.000
37 N 5.154 1.681 -0.771  0.000
38 C 4.681 2.731 0.108  0.000
39 C 3.149 2.944 0.070  0.000
40 O 2.389 1.789 0.293  0.000
41 C 0.993 2.090 0.435  0.000
42 H 7.529 4.728 -3.296  0.000
43 H 6.875 5.153 -1.647  0.000
44 H 5.888 5.312 -2.922  0.000
45 H 7.531 3.501 -0.591  0.000
46 H 8.249 2.345 -1.759  0.000
47 H 6.997 1.222 0.294  0.000
48 H 6.754 0.617 -1.283  0.000
49 H 5.206 2.072 -1.701  0.000
50 H 5.186 3.614 -0.282  0.000
51 H 5.147 2.443 1.051  0.000
52 H 2.816 3.402 -0.861  0.000
53 H 2.882 3.699 0.810  0.000
54 H 0.526 1.119 0.601  0.000
55 H 0.517 2.561 -0.425  0.000
56 H 0.889 2.691 1.339  0.000
57 C -4.318 4.180 -1.658  0.000
58 O -3.717 4.396 -0.373  0.000
59 C -2.735 3.468 -0.085  0.000
60 C -3.194 2.004 0.212  0.000
61 N -3.583 1.722 1.618  0.000
62 C -4.754 2.590 1.914  0.000
63 C -5.699 1.814 2.947  0.000
64 O -6.078 0.592 2.321  0.000
65 C -7.144 0.719 1.348  0.000
66 H -4.931 3.279 -1.647  0.000
67 H -3.587 3.947 -2.432  0.000
68 H -4.863 5.058 -2.004  0.000
69 H -2.107 3.796 0.743  0.000
70 H -1.997 3.612 -0.875  0.000
71 H -2.435 1.289 -0.104  -0.001
72 H -3.930 1.866 -0.580  0.000
73 H -2.750 2.062 2.076  0.000
74 H -5.308 2.697 0.982  0.000
75 H -4.367 3.579 2.159  0.000
76 H -6.527 2.404 3.340  0.000
77 H -5.129 1.612 3.853  0.000
78 H -7.978 1.103 1.935  0.000
79 H -7.180 -0.281 0.915  0.000
80 H -6.903 1.573 0.715  0.000
81 C -7.378 -3.562 2.413  0.000
82 O -6.388 -2.569 2.864  0.000
83 C -6.485 -2.335 4.275  0.000
84 C -5.152 -2.442 5.007  0.000
85 N -4.296 -1.326 4.706  0.000
86 C -2.987 -1.475 5.386  0.000
87 C -2.187 -2.711 4.855  0.000
88 O -2.291 -2.984 3.393  -0.001
89 C -1.286 -4.019 2.966  -0.003
90 H -8.419 -3.546 2.738  0.000
91 H -6.984 -4.561 2.599  0.000
92 H -7.515 -3.510 1.332  0.000
93 H -7.096 -3.194 4.550  0.000
94 H -7.110 -1.517 4.633  0.000
95 H -4.642 -3.333 4.642  0.000
96 H -5.348 -2.352 6.076  0.000
97 H -4.925 -0.616 5.052  0.000
98 H -3.118 -1.759 6.431  0.000
99 H -2.373 -0.580 5.482  0.000
100 H -2.198 -3.646 5.415  0.000
101 H -1.120 -2.547 5.004  0.001
102 H -1.634 -4.484 2.044  0.017
103 H -1.256 -4.749 3.775  -0.005
104 H -0.280 -3.625 2.819  -0.005

The total energy comes out at -83278.4098 eV. The LUMO energy (alpha / beta) comes out at -8.273 / -8.278 eV. As for the charge: +2. The value obtained for the HOMO-LUMO gap (alpha / beta) is 2.774 / 2.768 eV. Its HOMO energy (alpha / beta) is -11.05 / -11.05 eV. The calculation puts the molar mass at 889.2 g mol⁻¹. Its spin multiplicity is 2.